A structure of composition C25H45NP2PrS at a distorted geometry, computed with the ωB97M-V functional and the def2-TZVPD basis.

CARTESIAN COORDINATES (ANGSTROEM)
Pr (0.2506, 0.0970, -0.8787)
C (-1.7951, 1.5779, 0.1367)
C (-2.2523, 0.6657, -0.9001)
C (-2.0560, -0.5465, 1.1106)
C (-1.7369, 0.8469, 1.3722)
C (-2.3652, -0.6751, -0.3137)
C (-1.7423, 3.0638, -0.0181)
H (-1.3989, 3.4297, -0.9998)
H (-1.1222, 3.5936, 0.7271)
H (-2.7655, 3.4591, 0.1064)
C (-1.7828, 1.5142, 2.7066)
H (-1.4796, 2.5753, 2.7029)
H (-1.1291, 1.1845, 3.4544)
H (-2.7450, 1.2927, 3.2344)
C (-2.1785, -1.6478, 2.0805)
H (-3.2380, -1.7625, 2.3428)
H (-1.6724, -1.4635, 3.0393)
H (-1.8107, -2.6416, 1.7702)
C (-3.1030, -1.8422, -0.8332)
H (-4.1633, -1.6301, -0.6103)
H (-2.8571, -2.7888, -0.3161)
H (-3.0153, -2.0359, -1.9161)
C (-2.9264, 1.1599, -2.0894)
H (-3.8738, 1.6010, -1.6966)
H (-3.1556, 0.3622, -2.8290)
H (-2.3794, 1.9729, -2.6296)
C (1.5950, 0.4228, -3.3886)
C (0.5456, 1.3247, -3.5438)
C (-0.0316, 1.6047, -4.9034)
C (-0.9179, 0.4511, -5.4833)
C (-1.0122, -0.8131, -4.6458)
C (0.0339, -1.6631, -4.5486)
C (1.3588, -1.3758, -5.2298)
C (2.2252, -0.2522, -4.5781)
H (0.7618, 1.8397, -5.6396)
H (-0.4800, 0.1793, -6.4619)
H (-0.6477, 2.5217, -4.8279)
H (2.4967, 0.4782, -5.3648)
H (1.9853, 0.0941, -2.4255)
H (0.0363, 1.8112, -2.7161)
H (3.1761, -0.7038, -4.2374)
H (1.9371, -2.3190, -5.2666)
H (-0.0575, -2.6278, -4.0520)
H (1.1680, -1.0814, -6.2802)
H (-1.9366, 0.8337, -5.6919)
H (-1.9777, -1.0384, -4.1992)
P (1.8509, 1.9178, 0.6811)
C (1.4046, 2.6596, 2.2553)
H (2.3044, 3.2450, 2.4142)
H (1.2583, 1.9067, 3.0426)
H (0.5103, 3.2747, 2.1341)
C (3.5142, 1.2326, 0.8647)
H (4.0163, 2.1061, 1.2805)
H (3.9190, 0.9428, -0.1135)
H (3.5099, 0.3825, 1.5572)
C (1.9946, 3.3583, -0.4222)
H (2.4560, 3.0549, -1.3709)
H (2.6403, 3.9713, 0.2069)
H (1.0044, 3.8102, -0.5815)
P (1.0624, -2.5683, -0.2253)
C (-0.2428, -3.7463, -0.6674)
H (0.4126, -4.5298, -1.0463)
H (-0.9771, -3.3858, -1.4029)
H (-0.7212, -4.0185, 0.2816)
C (2.7121, -2.6779, -0.9805)
H (2.5914, -2.7890, -2.0680)
H (3.0677, -3.5685, -0.4578)
H (3.3294, -1.7985, -0.7225)
C (1.4250, -3.2384, 1.4282)
H (1.6193, -4.2571, 1.0765)
H (0.5347, -3.1451, 2.0722)
H (2.3094, -2.7216, 1.8284)
S (0.4963, -0.2617, 2.2818)
C (0.1257, -0.0901, 4.0089)
N (0.1070, -0.1153, 5.1911)

Calculated values
net charge	+1
maximum force	3.6	eV/A
spin multiplicity	3
relative energy (zero: lowest compared OMol25 entry of this formula, charge and spin)	348.7	kJ/mol
molar mass	594.565	g/mol
orbital gap (alpha / beta)	5.85 / 5.92	eV
⟨S²⟩	2.016
LUMO energy (alpha / beta)	-3.390 / -3.321	eV